[1]
Below is a cluster of 2 separate species, C17H30BCl2N2O3 in total, with properties calculated with ωB97M-V with the def2-TZVPD basis set.

XYZ file:
```
55
Properties=species:S:1:pos:R:3:forces:R:3
C 4.69773 -1.55779 0.19329 -0.09 0.21 0.15
C 3.64175 -2.45701 0.84973 0.24 -0.33 -0.02
C 2.56448 -3.07927 -0.06362 -0.18 0.11 0.45
Cl 3.16914 -3.35538 -1.72343 0.12 0.02 -0.08
C 1.21585 -2.32564 -0.06074 0.02 -0.28 -0.13
C 0.24804 -2.77930 -1.14387 0.10 0.38 0.20
C -1.04382 -1.99752 -0.94179 0.53 -0.17 -0.15
C -0.80673 -0.53108 -1.32254 -0.63 -0.29 -0.18
C -2.19571 0.18081 -1.46495 0.00 -0.23 0.07
Cl -2.16509 1.96943 -1.44101 0.15 0.05 -0.10
C -3.26910 -0.34646 -0.49483 -0.14 0.43 0.21
C -4.47570 0.56688 -0.26929 -0.17 -0.35 0.09
N 0.22278 0.11167 -0.39817 0.79 -0.23 0.21
B -0.39681 0.40404 1.00687 -0.30 0.29 0.12
O -0.50054 -0.67309 1.81472 -0.01 0.03 -0.05
O -0.77125 1.66033 1.33458 -0.31 -0.46 -0.59
C 0.87799 1.34032 -0.94950 -0.25 -0.04 0.15
C 0.79453 1.72648 -2.26719 0.16 -0.03 -0.24
C 1.51044 2.84954 -2.65517 -0.15 -0.12 -0.13
C 2.26114 3.52739 -1.71392 0.08 0.15 -0.05
N 2.35501 3.13937 -0.44688 0.04 -0.03 0.13
C 1.67994 2.06347 -0.08241 0.02 0.10 0.08
C 1.46028 -0.83175 -0.17277 -0.11 -0.06 -0.08
H 4.98941 -0.75287 0.87014 0.01 -0.05 0.01
H 5.59680 -2.12654 -0.03486 -0.05 0.02 -0.13
H 4.35346 -1.09914 -0.73300 0.00 0.00 0.01
H 3.14082 -1.93492 1.67071 -0.08 -0.04 -0.07
H 4.15875 -3.29395 1.32236 0.02 0.08 0.03
H 2.35239 -4.07117 0.33444 -0.07 -0.02 -0.22
H 0.75684 -2.59167 0.89574 0.10 0.30 0.08
H 0.67048 -2.51786 -2.11745 -0.05 -0.36 -0.08
H 0.08743 -3.85499 -1.07900 0.00 0.01 -0.12
H -1.81362 -2.38842 -1.60696 -0.10 0.07 0.11
H -1.34698 -2.09958 0.09794 -0.33 -0.04 -0.12
H -0.35211 -0.60787 -2.31132 0.19 0.46 0.14
H -2.51523 -0.07471 -2.47656 0.02 0.08 0.02
H -3.64332 -1.28576 -0.90238 0.19 -0.10 0.13
H -2.82330 -0.55414 0.48214 -0.03 -0.12 -0.03
H -4.88685 0.94767 -1.20357 0.08 0.11 0.03
H -4.25500 1.38634 0.41316 0.04 0.10 -0.20
H -5.25903 -0.02946 0.20329 0.00 0.03 -0.01
H -0.88379 -0.42748 2.66819 0.05 -0.08 0.01
H -1.73036 1.69398 1.51102 0.10 0.37 0.64
H 0.20487 1.18992 -2.99489 -0.02 0.07 0.00
H 1.47274 3.19513 -3.67896 0.00 -0.01 0.02
H 2.81221 4.41953 -1.98917 0.01 -0.04 0.03
H 1.78499 1.76541 0.95766 -0.01 0.06 0.02
H 1.93253 -0.44867 0.72908 0.05 0.04 -0.10
H 2.12907 -0.63542 -1.01128 -0.14 -0.03 -0.05
C -2.87271 3.11058 3.78445 -0.01 0.00 0.00
O -3.14244 1.88913 3.08273 0.19 -0.09 -0.12
H -2.36486 3.77264 3.08835 0.00 0.01 -0.01
H -3.79799 3.58407 4.11273 0.00 0.01 -0.02
H -2.22611 2.93930 4.64614 0.01 0.00 -0.01
H -3.60341 1.29545 3.68206 -0.08 0.00 -0.06
```
Positions in Å, forces in eV/Å.

Values from the calculation:
- Largest force on an atom: 0.848 eV Å⁻¹
- Frontier orbital gap: 0.3818 Eh
- Net charge: +1

[2]
Below is a structure of composition C40H44FN6OReSSi, with properties calculated with ωB97M-V with the def2-TZVPD basis set.

XYZ file:
```
95
Properties=species:S:1:pos:R:3:forces:R:3
Re 0.36400 -0.03976 -0.92687 1.52 -0.20 0.79
C -2.41026 0.28359 4.09439 0.15 0.08 0.07
C -3.84742 0.23136 3.58592 -0.06 0.02 -0.01
C -4.52935 -1.00760 4.19333 -0.04 -0.06 0.00
C -4.58322 1.49937 4.05081 -0.03 0.05 0.01
C -3.90443 0.13854 2.06068 0.00 -0.03 0.04
C -5.16423 0.06679 1.43477 -0.10 0.00 0.01
C -5.30167 -0.04175 0.06879 -0.09 0.00 0.00
C -4.14509 -0.07347 -0.70417 -0.16 0.01 -0.15
S -3.98863 -0.16296 -2.42756 -0.22 0.01 -0.23
C -2.28267 -0.06944 -2.28819 -0.14 0.03 -0.16
N -1.84473 0.00695 -1.05806 0.00 -0.12 0.18
C -2.89175 0.00825 -0.11698 0.50 -0.01 -0.11
C -2.76280 0.10984 1.27328 0.16 0.07 0.08
C -1.33654 -0.02782 -3.40587 -0.30 0.11 0.13
C -1.74751 0.01929 -4.73437 -0.14 -0.01 -0.22
C -0.80052 0.14008 -5.73801 -0.08 -0.04 0.07
C 0.54532 0.21968 -5.39207 0.02 0.02 -0.09
C 0.93679 0.14928 -4.06342 0.08 0.10 -0.04
C 0.00943 0.01074 -3.02597 0.20 0.07 0.18
H -2.41485 0.33047 5.18880 0.02 0.01 -0.15
H -1.87669 1.17104 3.72397 -0.09 -0.18 0.07
H -1.84505 -0.60706 3.80240 -0.08 0.11 0.05
H -4.45047 -0.97744 5.28592 -0.02 0.00 -0.16
H -4.04961 -1.92765 3.84029 -0.06 0.12 0.06
H -5.59291 -1.05699 3.93606 0.16 0.00 0.03
H -4.54688 1.57100 5.14355 -0.01 -0.01 -0.15
H -5.63677 1.49623 3.75163 0.16 0.00 0.04
H -4.11362 2.39778 3.63337 -0.06 -0.12 0.06
H -6.06400 0.10404 2.04201 0.13 -0.03 -0.08
H -6.28255 -0.09161 -0.38899 0.06 -0.01 0.03
H -1.76579 0.16414 1.70217 -0.22 -0.02 -0.09
H -2.80432 -0.02734 -4.98551 0.10 0.02 0.00
H -1.10446 0.17490 -6.77660 0.01 0.02 0.05
H 1.29681 0.33058 -6.16847 -0.08 -0.02 0.07
H 1.99969 0.18683 -3.83566 -0.21 0.06 -0.07
O 0.31152 -0.29061 1.08252 -0.42 -0.49 0.55
C 0.47272 -1.29110 1.95786 0.13 0.70 -0.63
C 0.74755 -0.98180 3.29642 0.11 0.24 0.23
C 0.90953 -1.97660 4.23616 0.00 0.01 0.06
C 0.80706 -3.32712 3.87370 0.02 0.12 0.16
C 0.53833 -3.63968 2.56487 0.03 -0.16 -0.18
C 0.37199 -2.63474 1.59548 -0.06 -0.25 -0.18
C -0.00516 -2.95894 0.23481 -0.08 -0.12 -0.33
N -0.05488 -2.14532 -0.81878 0.05 0.07 -0.68
C -0.60900 -2.87249 -1.88060 0.15 0.45 0.17
C -0.85742 -4.12771 -1.47234 0.07 -0.21 0.39
N -0.45968 -4.17150 -0.14772 -0.14 -0.24 -0.18
H 0.83279 0.07002 3.56118 -0.02 -0.18 -0.01
H 1.11459 -1.70933 5.26954 0.00 -0.03 -0.16
H 0.93983 -4.11281 4.61127 -0.01 0.15 -0.12
H 0.48046 -4.68998 2.28478 0.00 0.17 0.00
H -0.78314 -2.42984 -2.84897 0.14 -0.07 0.17
H -1.26763 -4.98076 -1.99032 0.07 0.10 0.11
H -0.54272 -4.96449 0.45951 -0.06 -0.08 0.08
C 2.34120 -2.40578 -2.95816 -0.50 -0.24 -0.30
Si 3.28503 -1.31442 -1.80480 -0.04 0.09 0.32
C 4.04107 -2.55992 -0.64951 0.23 -0.27 0.32
C 4.49039 -0.39479 -2.89077 0.45 0.20 -0.36
N 2.36084 -0.09007 -0.82189 -0.66 0.37 0.26
C 3.18163 0.69377 0.10109 0.23 0.12 -0.17
C 4.59151 0.56628 0.06161 -0.23 -0.18 -0.16
C 5.47832 1.26204 0.86081 0.10 -0.03 0.00
C 5.00864 2.16870 1.79597 0.07 0.09 0.09
C 3.64352 2.34496 1.89062 0.20 0.02 0.05
C 2.77544 1.64081 1.07347 0.39 -0.40 -0.33
F 1.50426 1.94951 1.29423 -1.08 0.18 -0.21
H 3.08375 -2.74409 -3.69848 -0.17 0.02 0.20
H 1.52514 -1.92991 -3.50316 0.20 -0.35 0.10
H 1.95940 -3.28928 -2.43930 0.02 0.08 -0.09
H 4.36627 -3.43074 -1.23980 -0.10 0.20 0.17
H 3.25632 -2.89958 0.04608 0.18 0.03 -0.16
H 4.88917 -2.22531 -0.04837 -0.11 -0.04 -0.04
H 4.63674 -0.95784 -3.82302 -0.04 0.18 0.17
H 5.47814 -0.25242 -2.43700 -0.17 -0.03 -0.27
H 4.11199 0.60288 -3.15292 0.12 -0.16 0.04
H 5.03123 -0.11629 -0.64629 -0.07 0.09 0.21
H 6.54433 1.08855 0.74488 -0.17 0.01 0.01
H 5.68839 2.72723 2.43439 -0.14 -0.11 -0.12
H 3.20387 3.04117 2.59965 0.04 -0.12 -0.12
C -1.86880 4.80663 0.23937 0.05 -0.09 -0.07
C -0.84615 3.97003 -0.46285 -0.08 0.11 0.04
C 0.24784 4.30783 -1.23251 0.18 0.29 -0.17
C 0.84589 3.10456 -1.63117 0.14 0.08 -0.11
N 0.15522 2.07531 -1.12810 -0.16 0.12 0.67
N -0.87438 2.63454 -0.43433 0.24 -0.02 0.01
C 2.06049 2.95576 -2.49014 -0.14 0.00 0.02
H -1.61978 5.86056 0.13471 0.00 -0.04 0.00
H -1.90986 4.56756 1.30484 0.03 0.00 -0.08
H -2.86510 4.64846 -0.18186 0.09 0.00 0.01
H 0.58037 5.30865 -1.48707 -0.09 -0.29 0.07
H -1.50078 2.04078 0.08000 -0.06 -0.09 0.11
H 2.48240 3.94005 -2.68594 0.00 -0.02 0.02
H 1.80360 2.49713 -3.44678 -0.01 0.04 0.07
H 2.82245 2.34155 -2.01223 -0.02 -0.03 0.05
```
Positions in Å, forces in eV/Å.

Values from the calculation:
- Largest force on an atom: 1.724 eV Å⁻¹
- 2S+1: 2
- Frontier orbital gap (spin up / spin down): 0.2456 / 0.2445 Eh
- Net charge: +1

[3]
Below is a structure of composition C25H28Br2N7SSn, with properties calculated with ωB97M-V with the def2-TZVPD basis set.

XYZ file:
```
64
Properties=species:S:1:pos:R:3:forces:R:3
Sn -0.21891 -0.06545 -0.08194 -0.08 0.10 0.56
C -3.93721 5.06485 1.01066 -0.05 -0.22 -0.13
C -4.18221 3.72905 0.31816 0.01 0.27 0.41
N -3.16171 3.35275 -0.64604 -0.38 0.14 -0.38
C -2.05411 2.68225 -0.31634 0.69 -0.54 -0.45
S -1.35441 1.70025 -1.59984 0.10 0.01 -0.30
N -1.56551 2.80195 0.87986 -0.94 0.89 0.77
N -0.54251 2.01105 1.20886 0.98 -0.72 -0.02
C 0.19339 2.32455 2.22616 -0.93 0.59 -0.45
C -0.04891 3.55665 3.03366 -0.15 0.04 -0.11
C 1.27189 1.41635 2.58456 0.74 -0.47 0.34
C 1.94509 1.51595 3.80956 -0.28 0.00 -0.21
C 2.91779 0.58605 4.12616 0.04 -0.17 -0.23
C 3.23289 -0.40215 3.19966 -0.02 0.16 0.14
C 2.54779 -0.40535 1.99666 0.13 -0.22 0.04
N 1.59569 0.46415 1.69846 0.03 0.41 0.04
H -4.74851 5.24525 1.71216 -0.05 0.12 0.07
H -3.91571 5.86775 0.28026 0.00 0.16 -0.05
H -2.99781 5.05915 1.55546 0.07 -0.04 0.02
H -5.13811 3.77225 -0.21164 0.14 -0.14 0.04
H -4.23001 2.93455 1.06936 -0.11 0.05 -0.07
H -3.41331 3.33255 -1.62234 0.00 -0.13 0.17
H -0.72421 4.20995 2.48756 0.06 0.00 0.08
H 0.87879 4.08175 3.24466 0.10 0.02 0.04
H -0.52071 3.29445 3.97936 -0.04 0.03 0.16
H 1.69199 2.29775 4.50836 -0.06 0.02 0.04
H 3.42259 0.62795 5.08136 0.03 0.02 0.00
H 3.99459 -1.13995 3.40476 0.01 -0.02 -0.04
H 2.75939 -1.13525 1.22506 0.07 -0.11 0.01
Br -2.97481 -5.54785 3.98416 0.14 0.29 -0.20
C -2.41581 -4.08365 2.91986 0.02 0.08 0.06
C -1.95291 -2.91455 3.50866 -0.12 -0.29 -0.02
C -1.59131 -1.87795 2.66666 0.02 -0.03 0.18
N -1.66101 -1.94325 1.34866 -0.19 -0.04 -0.27
C -2.07491 -3.07445 0.77646 -0.13 -0.21 0.73
C -2.46191 -4.17445 1.53786 -0.05 0.05 0.08
C -2.05781 -3.12905 -0.69504 -0.17 -0.25 -0.65
C -2.75081 -4.10815 -1.40494 0.02 0.06 -0.12
C -2.61611 -4.14815 -2.78544 0.02 0.03 -0.04
Br -3.49831 -5.49625 -3.78554 0.17 0.32 0.22
C -1.82551 -3.20125 -3.42314 -0.11 -0.24 0.03
C -1.20991 -2.24865 -2.63074 -0.02 -0.10 -0.16
N -1.31431 -2.21365 -1.31514 -0.16 -0.06 0.20
H -1.87841 -2.82075 4.57886 -0.01 0.04 0.11
H -1.21451 -0.94525 3.06676 -0.03 0.08 0.15
H -2.79211 -5.08655 1.07376 -0.01 -0.15 -0.05
H -3.39681 -4.81415 -0.90924 0.00 -0.07 0.03
H -1.68961 -3.21365 -4.49164 -0.02 0.03 -0.11
H -0.58521 -1.47575 -3.05464 0.04 0.07 -0.28
C 4.20569 1.29205 -3.33314 -0.03 0.01 0.06
C 3.74679 -0.17025 -3.27394 0.70 0.13 -0.69
C 3.17029 -0.58435 -4.63434 -0.01 -0.03 0.05
C 4.90189 -1.08755 -2.85054 -0.08 0.02 0.01
C 2.70759 -0.28845 -2.29024 -0.60 -0.11 0.57
N 1.88179 -0.40615 -1.50324 0.24 0.10 -0.20
H 4.94309 1.39285 -4.12504 0.08 0.01 -0.06
H 4.65859 1.60225 -2.39574 0.05 0.03 0.11
H 3.37159 1.95465 -3.55014 -0.06 0.06 -0.04
H 3.92579 -0.42245 -5.39794 0.08 -0.01 -0.08
H 2.29679 0.01485 -4.88114 -0.05 0.06 -0.05
H 2.88839 -1.63375 -4.64114 -0.03 -0.11 0.00
H 5.71019 -0.99545 -3.56974 0.10 0.00 -0.09
H 4.58079 -2.12585 -2.81454 0.00 -0.09 -0.02
H 5.27489 -0.80635 -1.86804 0.06 0.02 0.04
```
Positions in Å, forces in eV/Å.

Values from the calculation:
- Largest force on an atom: 1.508 eV Å⁻¹
- Frontier orbital gap: 0.2582 Eh
- Net charge: +1

Question: largest force on an atom of number 1 (C17H30BCl2N2O3)?
Answer: 0.848 eV Å⁻¹